# C30H25ClF5N5O11SbSeTaTe

C30H25ClF5N5O11SbSeTaTe as an isolated structure (ωB97M-V with the def2-TZVPD basis set, the Open Molecules 2025 dataset).

Last column: Löwdin charge in e.
CARTESIAN COORDINATES (ANGSTROEM)
C: -0.476 0.908 3.309  -0.172
N: 1.328 -3.480 -0.574  -0.036
H: -2.995 3.938 -2.072  0.038
H: -0.277 1.550 5.339  0.123
C: -2.572 3.172 -1.416  -0.223
H: -3.091 0.958 -4.945  0.037
N: -0.981 -0.003 2.455  -0.008
C: 1.448 -3.221 -2.771  -0.021
C: -1.523 -0.183 5.160  -0.016
C: -5.160 1.342 -2.367  -0.239
F: -4.275 -2.239 -0.792  -0.356
O: 2.140 -4.545 -4.590  0.102
C: 2.420 -4.874 2.679  -0.054
F: -3.564 -1.127 -2.969  -0.535
C: 1.013 2.579 -2.798  -0.125
H: -5.514 0.488 -2.936  0.026
C: 0.038 -4.534 2.715  -0.069
O: 1.910 6.448 2.918  -0.016
F: -1.416 1.230 -0.032  -0.465
O: 3.533 0.686 1.614  -0.364
C: 2.308 2.743 -3.256  -0.038
C: -1.771 -0.977 2.935  -0.091
N: 0.820 -2.276 -0.827  0.078
O: 0.333 -0.574 -3.834  0.095
C: 1.545 5.506 3.636  -0.679
H: -3.053 3.178 -0.443  0.035
C: 1.705 -3.493 -4.213  -0.488
H: -2.153 -1.676 2.212  0.098
H: 0.341 3.258 4.481  0.119
Ta: -0.058 -0.056 0.382  1.940
C: 1.275 2.899 0.814  -0.176
H: -2.724 -1.890 4.602  0.116
H: -5.484 2.279 -2.822  0.029
Se: 2.789 -0.474 0.827  0.914
C: -0.719 0.828 4.671  0.028
H: 4.333 3.132 -2.642  0.117
F: -3.775 -0.145 0.298  -0.481
H: -1.455 0.570 -4.311  0.000
O: -0.420 -0.178 -1.768  -0.328
N: 0.630 1.870 1.406  0.030
H: -1.934 2.284 -4.545  0.029
C: 1.205 -4.937 3.349  -0.071
O: 1.333 -0.907 1.631  -0.516
N: 0.673 2.634 -1.510  0.098
H: 2.072 4.886 0.999  0.137
H: -0.812 -3.751 0.889  0.106
H: 3.418 -4.308 0.857  0.112
O: -1.511 -1.434 0.247  -0.704
O: 1.330 5.383 4.852  -0.024
F: -2.041 -2.682 -1.810  -0.360
H: 1.107 -1.701 -4.582  0.033
H: -1.715 -0.258 6.222  0.122
C: 0.867 -2.114 -2.129  -0.149
C: 1.303 -4.004 0.762  -0.219
C: 2.476 -4.400 1.378  -0.034
H: 3.717 3.228 -0.223  0.132
C: 1.717 -4.088 -1.724  -0.553
O: 1.451 -2.488 -5.050  0.133
H: -1.491 3.250 -1.335  -0.010
C: -2.277 1.280 -4.299  -0.214
C: -2.076 -1.090 4.272  -0.024
H: 3.331 -5.181 3.175  0.111
C: 0.082 -4.069 1.410  -0.015
Cl: 2.359 -5.650 -1.713  0.847
H: 1.168 -5.302 4.367  0.106
H: 2.524 2.669 -4.313  0.111
C: 1.255 4.195 2.833  -0.046
C: 0.268 -0.875 -2.654  -0.481
C: 2.971 3.060 -0.989  -0.001
C: 1.593 4.057 1.503  0.075
Sb: -3.056 1.351 -2.357  1.572
O: 3.601 -1.735 0.311  -0.362
C: 0.603 3.135 3.441  0.073
H: -5.504 1.292 -1.337  0.028
H: -0.910 -4.591 3.234  0.105
C: 0.300 2.008 2.712  -0.173
H: 0.212 2.371 -3.497  0.090
Te: -2.817 -1.145 -1.077  1.805
C: 3.306 2.996 -2.327  -0.031
O: 1.807 0.162 -0.422  -0.521
C: 1.646 2.849 -0.628  -0.259

Summary:
HOMO, Ha: -0.2970
E_tot, a.u.: -6185.9979
Gap between HOMO and LUMO, eV: 4.7